Molecular formula: C5H5O3
Method: DFT, the ωB97M-V functional and the def2-TZVPD basis

Calculated values
ΔE to the lowest compared entry with this formula, charge and spin in kcal per mole: 63.20
2S+1: 1
Orbital gap in eV: 7.7695
Net charge: -1
E_LUMO in eV: 3.582

The geometry in XYZ format:
```
13
C5H5O3 | the Open Molecules 2025 dataset | the ωB97M-V functional and the def2-TZVPD basis
C -0.87339 0.56513 -1.10109
C 0.00073 -0.18066 -0.14627
C 1.44768 0.26586 -0.09642
O 2.32096 1.30807 0.39922
C 1.31089 -0.81352 -0.77834
C 1.80793 -1.92383 -1.80585
O 1.69464 -3.10757 -1.44159
O 2.30075 -1.44941 -2.83785
H -0.04924 0.79814 -1.78697
H -1.09954 1.44827 -0.53637
H -1.65479 -0.12988 -1.45199
H -0.20109 -0.68297 0.82853
H 3.13912 1.11652 -0.04072
```